Density functional theory data (wB97M-V/def2-TZVPD) for 13 unconnected molecules or ions with the total composition C33H62Br24Cl2N2O.

Values from the calculation:
frontier orbital gap	8.815	eV
M	2491.47	g/mol
E	-1746320.6734	eV
HOMO energy	-8.486	eV
E_LUMO	0.3297	eV

Each line ends with the Mulliken charge.
CARTESIAN COORDINATES (ANGSTROEM)
C1 4.601 -1.672 -4.583  -0.6830
C2 3.259 -1.421 -5.292  -0.7003
N1 2.184 -2.243 -4.703  -0.1682
C3 1.925 -2.018 -3.296  -0.7748
C4 1.913 -0.598 -2.710  0.2858
O1 1.976 0.470 -3.245  -0.5781
N2 1.772 -0.791 -1.304  -0.0602
C5 1.974 -2.237 -0.979  -0.8258
C6 2.761 -2.743 -2.211  1.0131
C7 3.029 -4.221 -2.321  -0.5479
Cl1 2.311 -5.161 -3.605  -0.1932
C8 3.813 -4.878 -1.469  0.2566
C9 4.135 -6.352 -1.544  -1.4192
Cl2 4.625 -4.032 -0.164  -0.0934
H1 4.678 -2.749 -4.427  0.2178
H2 4.753 -1.104 -3.669  0.1624
H3 5.399 -1.418 -5.286  0.4363
H4 3.393 -1.756 -6.326  0.4933
H5 3.012 -0.358 -5.365  0.2604
H6 1.320 -2.025 -5.183  0.3085
H7 0.889 -2.355 -3.135  0.4829
H8 2.577 -0.300 -0.910  0.1170
H9 2.470 -2.298 -0.020  0.4886
H10 0.968 -2.659 -1.006  0.3056
H11 3.729 -2.227 -2.177  -0.0305
H12 3.247 -6.942 -1.745  0.3994
H13 4.883 -6.486 -2.328  0.2995
H14 4.592 -6.688 -0.615  0.4022
Br1 8.991 -1.364 -5.445  -0.1163
C10 8.541 -0.299 -3.877  -0.0251
C11 8.684 -1.084 -2.602  -0.4318
Br2 7.202 -2.320 -2.366  -0.1177
H15 7.532 0.070 -4.030  0.3490
H16 9.234 0.538 -3.888  -0.3569
H17 8.645 -0.417 -1.742  0.2971
H18 9.596 -1.671 -2.563  0.3921
Br3 5.497 -0.886 0.575  0.0005
C12 6.306 -2.299 1.636  -0.7341
C13 6.781 -1.788 2.969  -0.6980
Br4 8.429 -0.767 2.798  -0.1616
H19 7.106 -2.720 1.035  0.4586
H20 5.525 -3.044 1.770  0.4473
H21 7.022 -2.618 3.630  0.4151
H22 6.058 -1.139 3.451  0.3761
Br5 3.732 2.604 -0.816  -0.0850
C14 2.475 3.622 -1.881  -0.4798
C15 2.253 4.992 -1.290  -0.5909
Br6 1.125 4.932 0.289  -0.1459
H23 1.571 3.025 -1.946  0.1252
H24 2.922 3.707 -2.869  0.4062
H25 1.730 5.632 -1.996  0.3892
H26 3.178 5.470 -0.985  0.3798
Br7 -0.290 1.390 -0.611  0.0215
C16 -1.562 2.578 0.261  -0.6378
C17 -1.320 2.652 1.744  -0.5032
Br8 -1.960 1.056 2.662  -0.2045
H27 -2.556 2.217 0.015  0.4114
H28 -1.412 3.551 -0.194  0.3284
H29 -1.880 3.477 2.182  0.2395
H30 -0.270 2.755 1.995  0.4036
Br9 -5.444 3.830 1.330  -0.1827
C18 -5.373 2.637 2.873  -0.5564
C19 -6.735 2.387 3.455  0.3294
Br10 -7.351 3.920 4.477  -0.1215
H31 -4.689 3.092 3.584  0.2991
H32 -4.938 1.713 2.499  0.3808
H33 -6.698 1.562 4.164  -0.4252
H34 -7.495 2.183 2.706  0.3020
Br11 -3.129 5.645 5.166  -0.1428
C20 -4.392 6.509 3.961  -0.1230
C21 -4.679 7.928 4.373  -0.6445
Br12 -5.878 8.009 5.905  -0.1524
H35 -5.281 5.888 3.945  -0.0610
H36 -3.917 6.485 2.983  0.3175
H37 -5.197 8.453 3.574  0.3845
H38 -3.784 8.478 4.646  0.3941
Br13 -10.546 3.225 2.104  -0.1085
C22 -11.757 4.479 2.965  -0.5805
C23 -11.476 4.585 4.440  -0.3922
Br14 -12.144 3.037 5.411  -0.1195
H39 -12.765 4.141 2.750  0.3740
H40 -11.581 5.434 2.475  0.3367
H41 -11.995 5.440 4.866  0.3393
H42 -10.415 4.657 4.658  0.1453
Br15 -9.204 -0.948 3.602  -0.1156
C24 -8.373 -2.154 4.887  -0.4811
C25 -7.895 -1.413 6.105  -0.6213
Br16 -6.260 -0.426 5.737  -0.1738
H43 -7.575 -2.669 4.364  0.3666
H44 -9.149 -2.867 5.151  0.2366
H45 -7.641 -2.108 6.903  0.3724
H46 -8.621 -0.693 6.470  0.4043
Br17 10.231 2.869 -1.675  -0.1254
C26 11.261 3.058 -3.316  -0.6868
C27 10.622 4.033 -4.269  -0.5419
Br18 9.068 3.252 -5.138  -0.1004
H47 11.355 2.063 -3.741  0.3725
H48 12.241 3.412 -3.006  0.3810
H49 11.312 4.284 -5.072  0.3483
H50 10.286 4.943 -3.784  0.3709
Br19 6.440 1.740 -8.559  -0.1097
C28 7.794 2.946 -9.264  -0.4907
C29 8.823 2.210 -10.081  -0.5940
Br20 10.074 1.241 -8.950  -0.1139
H51 8.228 3.465 -8.414  0.2606
H52 7.252 3.656 -9.884  0.3320
H53 9.430 2.911 -10.649  0.3363
H54 8.381 1.485 -10.757  0.3726
Br21 -8.840 -5.571 4.172  -0.0957
C30 -9.503 -5.801 2.357  -0.6538
C31 -10.777 -5.031 2.131  -0.4355
Br22 -12.303 -5.910 2.958  -0.1311
H55 -9.618 -6.868 2.200  0.3977
H56 -8.712 -5.424 1.712  0.3662
H57 -11.008 -4.985 1.070  0.3609
H58 -10.735 -4.025 2.536  0.2216
Br23 -5.894 -8.561 3.969  -0.1341
C32 -5.245 -8.093 5.743  -0.5945
C33 -5.784 -6.765 6.202  -0.4006
Br24 -4.883 -5.278 5.328  -0.1055
H59 -4.161 -8.111 5.696  0.3739
H60 -5.593 -8.890 6.396  0.3529
H61 -5.602 -6.627 7.265  0.3616
H62 -6.844 -6.654 5.999  0.1169

=====

Density functional theory data (wB97M-V/def2-TZVPD) for 2 unconnected molecules or ions with the total composition C6H10O.

Values from the calculation:
frontier orbital gap	10.151	eV
energy above the lowest of the compared OMol25 structures with the same formula, charge and spin	162.70	kJ/mol
M	98.14	g/mol
E	-8429.5541	eV
HOMO energy	-9.309	eV
E_LUMO	0.8418	eV
SMILES	CC1CC1.C=C=O

Each line ends with the Mulliken charge.
CARTESIAN COORDINATES (ANGSTROEM)
C1 -1.900 -0.466 0.049  -1.3058
C2 -1.301 0.855 -0.365  0.1689
C3 -0.630 1.731 0.655  -0.5968
C4 0.188 1.006 -0.371  -0.3994
C5 1.818 -1.830 0.049  -1.0727
C6 2.902 -1.190 -0.321  0.8575
O1 3.909 -0.646 -0.548  -0.3648
H1 -2.917 -0.338 0.435  0.3477
H2 -1.295 -0.927 0.840  0.2767
H3 -1.937 -1.165 -0.796  0.2982
H4 -1.831 1.373 -1.162  0.3307
H5 -0.735 2.808 0.580  0.2618
H6 -0.555 1.347 1.670  0.2290
H7 0.669 1.547 -1.180  0.2939
H8 0.938 -1.966 -0.567  0.3808
H9 0.741 0.165 0.020  0.0479
H10 1.935 -2.304 1.013  0.2462

=====

Density functional theory data (wB97M-V/def2-TZVPD) for 2 unconnected molecules or ions with the total composition C3H9NO2.

Values from the calculation:
frontier orbital gap	10.265	eV
energy above the lowest of the compared OMol25 structures with the same formula, charge and spin	97.70	kJ/mol
M	91.11	g/mol
E	-8841.9427	eV
HOMO energy	-9.471	eV
E_LUMO	0.7941	eV
SMILES	CC(=O)O.CN

Each line ends with the Mulliken charge.
CARTESIAN COORDINATES (ANGSTROEM)
C1 0.320 -2.733 0.043  -0.6452
N1 1.470 -2.265 -0.773  -0.5412
H1 -0.390 0.496 -1.025  0.3420
H2 2.180 -2.978 -0.726  0.2297
H3 1.140 -2.223 -1.729  0.2113
H4 -0.329 -3.461 -0.454  0.2903
H5 -0.354 -1.889 0.203  0.1715
H6 0.727 -3.078 0.986  0.2891
C2 -0.810 3.215 0.620  -0.9239
C3 -0.381 1.803 0.363  0.6723
O1 0.071 1.082 1.212  -0.5042
O2 -0.881 1.304 -0.818  -0.4493
H7 -1.720 3.199 1.219  0.2403
H8 -0.977 3.766 -0.306  0.3030
H9 -0.066 3.762 1.185  0.3143

=====

Which of these has the highest E_LUMO?
C6H10O

=====

What did the third record say?
Density functional theory data (wB97M-V/def2-TZVPD) for 2 unconnected molecules or ions with the total composition C3H9NO2.

Values from the calculation:
frontier orbital gap	10.265	eV
energy above the lowest of the compared OMol25 structures with the same formula, charge and spin	97.70	kJ/mol
M	91.11	g/mol
E	-8841.9427	eV
HOMO energy	-9.471	eV
E_LUMO	0.7941	eV
SMILES	CC(=O)O.CN

Each line ends with the Mulliken charge.
CARTESIAN COORDINATES (ANGSTROEM)
C1 0.320 -2.733 0.043  -0.6452
N1 1.470 -2.265 -0.773  -0.5412
H1 -0.390 0.496 -1.025  0.3420
H2 2.180 -2.978 -0.726  0.2297
H3 1.140 -2.223 -1.729  0.2113
H4 -0.329 -3.461 -0.454  0.2903
H5 -0.354 -1.889 0.203  0.1715
H6 0.727 -3.078 0.986  0.2891
C2 -0.810 3.215 0.620  -0.9239
C3 -0.381 1.803 0.363  0.6723
O1 0.071 1.082 1.212  -0.5042
O2 -0.881 1.304 -0.818  -0.4493
H7 -1.720 3.199 1.219  0.2403
H8 -0.977 3.766 -0.306  0.3030
H9 -0.066 3.762 1.185  0.3143

=====

The highest E belongs to which entry?
C6H10O